Record 1
This record from the Open Molecules 2025 dataset describes a 3-piece molecular cluster, C2H11NO2 overall in a non-equilibrium geometry. The level of theory is ωB97M-V/def2-TZVPD.

ORCA input file:
```
! wB97M-V def2-TZVPD RIJCOSX def2/J DEFGRID3
* xyz 0 1
C -1.68 0.43 -0.27
N -0.55 -0.43 -0.70
C -0.88 -1.89 -0.31
H -2.44 0.76 -1.10
H -2.16 -0.18 0.56
H -1.19 1.15 0.37
H -0.50 -0.62 -1.69
H -1.55 -2.29 -1.09
H 0.03 -2.51 -0.23
H -1.31 -1.88 0.66
O 1.56 0.54 0.23
H 0.69 -0.04 -0.22
H 2.18 0.55 -0.51
O 2.69 2.52 1.56
H 1.88 2.18 1.15
H 3.22 1.72 1.59
*
```

Computed properties:
* HOMO energy: -0.3606 Ha
* energy above the lowest of the compared OMol25 structures with the same formula, charge and spin: 42.3 kcal/mol
* LUMO: 0.59 eV
* energy: -7836.09125 eV
* SMILES: CNC.O.O
* orbital gap: 10.4 eV

Record 2
This record from the Open Molecules 2025 dataset describes C52H47N4O3P2Ti as an isolated structure in a non-equilibrium geometry. The level of theory is ωB97M-V/def2-TZVPD.

ORCA input file:
```
! wB97M-V def2-TZVPD RIJCOSX def2/J DEFGRID3
* xyz 3 1
Ti -1.24 -0.19 1.12
C -3.12 -4.97 -1.52
C -3.31 -3.64 -1.87
C -3.00 -2.64 -0.97
C -2.50 -2.96 0.30
C -2.37 -4.32 0.66
C -2.67 -5.31 -0.25
N -2.20 -1.96 1.21
N -2.41 -2.35 2.44
C -2.06 -1.52 3.43
C -2.39 -1.87 4.76
C -1.99 -1.05 5.78
C -1.25 0.10 5.48
C -0.96 0.39 4.16
N -1.37 -0.38 3.14
H -3.35 -5.75 -2.23
H -3.72 -3.39 -2.84
H -3.25 -1.61 -1.18
H -2.05 -4.55 1.66
H -2.56 -6.34 0.03
H -2.94 -2.78 4.93
H -2.24 -1.29 6.81
H -0.89 0.74 6.26
H -0.38 1.26 3.90
C 2.45 -0.14 0.15
N 2.81 0.56 -1.03
C 1.83 1.45 -1.55
P 0.42 0.39 -2.26
C 0.29 1.04 -3.97
C 0.12 2.41 -4.23
C -0.03 2.85 -5.53
C -0.01 1.95 -6.58
C 0.17 0.60 -6.33
C 0.32 0.14 -5.04
C -1.09 1.24 -1.63
C -2.26 0.52 -1.90
C -3.51 1.09 -1.71
C -3.60 2.41 -1.27
C -2.44 3.14 -1.03
C -1.19 2.57 -1.21
C 4.05 0.40 -1.65
C 4.74 1.52 -2.13
C 5.98 1.37 -2.72
C 6.56 0.11 -2.84
C 5.87 -1.00 -2.36
C 4.64 -0.87 -1.76
P 0.85 -1.15 0.07
C 0.98 -1.91 1.77
C 0.57 -3.24 1.92
C 0.61 -3.86 3.16
C 1.04 -3.16 4.27
C 1.44 -1.84 4.14
C 1.41 -1.21 2.91
C 1.28 -2.62 -0.91
C 2.40 -3.37 -0.57
C 2.66 -4.56 -1.24
C 1.79 -5.01 -2.22
C 0.67 -4.26 -2.56
C 0.42 -3.06 -1.92
H 2.26 0.60 0.96
H 3.26 -0.81 0.46
H 2.24 2.04 -2.37
H 1.43 2.09 -0.76
H 0.09 3.12 -3.41
H -0.18 3.90 -5.72
H -0.12 2.31 -7.59
H 0.17 -0.10 -7.15
H 0.46 -0.91 -4.84
H -2.15 -0.44 -2.38
H -4.40 0.54 -1.95
H -4.57 2.87 -1.17
H -2.51 4.17 -0.73
H -0.32 3.19 -1.07
H 4.33 2.51 -1.99
H 6.52 2.24 -3.06
H 7.53 0.00 -3.29
H 6.31 -1.98 -2.47
H 4.10 -1.75 -1.44
H 0.26 -3.81 1.05
H 0.32 -4.90 3.25
H 1.09 -3.64 5.24
H 1.80 -1.30 5.00
H 1.75 -0.18 2.84
H 3.04 -3.06 0.24
H 3.53 -5.13 -0.98
H 1.98 -5.94 -2.72
H -0.01 -4.62 -3.31
H -0.45 -2.47 -2.19
C 1.22 6.83 2.78
O 1.30 5.48 2.34
C 0.26 4.69 2.28
C -1.08 5.05 2.60
C -2.08 4.13 2.46
C -1.86 2.81 1.98
C -2.94 1.94 1.67
C -4.36 2.30 1.94
O -2.74 0.80 1.12
C -0.49 2.44 1.71
O -0.20 1.21 1.32
C 0.51 3.38 1.87
H 2.22 7.24 2.65
H 0.95 6.88 3.84
H 0.52 7.41 2.19
H -1.29 6.04 2.95
H -3.09 4.44 2.69
H -4.52 2.45 3.01
H -5.00 1.49 1.59
H -4.65 3.22 1.43
H 1.54 3.10 1.67
*
```

Computed properties:
* HOMO energy: -0.5070 Ha
* energy above the lowest of the compared OMol25 structures with the same formula, charge and spin: 74.5 kcal/mol
* LUMO: -10.56 eV
* energy: -108458.72205 eV
* orbital gap: 3.2 eV

Record 3
This record from the Open Molecules 2025 dataset describes C6H13FKNO as an isolated structure in a non-equilibrium geometry. The level of theory is ωB97M-V/def2-TZVPD.

ORCA input file:
```
! wB97M-V def2-TZVPD RIJCOSX def2/J DEFGRID3
* xyz 0 1
C -2.64 -0.10 1.39
C -1.05 -0.60 1.35
O -0.81 -1.06 -0.03
C 0.60 -1.40 -0.24
C 1.04 -1.07 -1.82
N 1.93 0.14 -1.90
C 1.17 1.44 -1.73
C 1.05 1.99 -0.20
F -0.19 1.45 -2.31
H -2.83 0.54 0.42
H -2.81 0.47 2.40
H -3.27 -1.09 1.43
H -0.32 0.27 1.66
H -0.94 -1.53 2.07
H 1.25 -0.71 0.48
H 0.88 -2.53 0.05
H 1.72 -2.00 -2.13
H 0.13 -1.08 -2.55
H 1.79 2.26 -2.34
H -0.07 1.88 0.16
H 1.36 3.14 -0.13
H 1.73 1.43 0.57
K 0.29 -1.86 3.40
*
```

Computed properties:
* HOMO energy: -0.1756 Ha
* energy above the lowest of the compared OMol25 structures with the same formula, charge and spin: 67.7 kcal/mol
* LUMO: -1.88 eV
* energy: -29005.60983 eV
* orbital gap: 2.9 eV